This record from the OMol25 dataset describes a 14-piece molecular cluster, C48H134N10O14 overall in a non-equilibrium geometry. The level of theory is ωB97M-V/def2-TZVPD.

The geometry in XYZ format:
```
206
Properties=species:S:1:pos:R:3:forces:R:3:mulliken_charge:R:1
C -11.831410 17.133890 25.154160 -0.03 -0.62 -0.93 -1.55
C -13.289210 17.539450 25.253210 0.61 -0.13 -0.18 0.51
C -14.299040 16.621390 24.508400 0.74 -0.06 -0.94 -0.79
O -14.024000 16.539390 23.082720 -0.07 -0.75 0.75 -0.21
C -14.642350 15.396430 22.464790 -0.21 0.94 -0.52 -0.72
N -13.576850 17.568310 26.688260 -0.71 -0.59 0.32 -0.72
H -11.687430 16.130690 25.555390 0.04 -0.18 0.00 0.37
H -11.231300 17.821540 25.750070 0.05 0.08 -0.18 0.42
H -11.512720 17.133890 24.111800 0.28 0.06 0.05 0.32
H -13.267370 18.563260 24.879770 -0.81 0.06 -0.27 0.23
H -15.335390 16.920130 24.665930 -0.11 0.42 0.05 0.38
H -14.238140 15.599000 24.881390 0.31 -0.16 0.44 0.38
H -14.441700 14.398350 22.854250 0.42 0.18 0.73 0.27
H -14.316510 15.363110 21.425170 0.15 0.26 0.03 0.22
H -15.724040 15.528060 22.437930 -0.22 -0.01 0.14 0.33
H -14.168830 16.770670 26.871090 -0.84 0.03 0.20 0.30
H -12.749180 17.218020 27.149090 0.41 0.45 0.28 0.27
C -1.868750 14.395740 20.530720 0.44 1.83 1.99 -1.54
C -1.467620 13.690500 19.273830 -0.40 1.06 -1.42 0.33
C -0.072290 14.033790 18.797430 1.57 1.72 1.41 -0.75
O 0.843280 13.882340 19.943350 -2.48 -0.10 -1.48 -0.28
C 2.127470 14.181440 19.564450 1.31 -0.26 1.51 -0.78
N -1.462600 12.295870 19.495020 -0.66 -1.23 1.17 -0.64
H -2.767740 14.114900 21.079390 -0.38 -0.52 -0.88 0.41
H -1.928380 15.477140 20.407760 -0.35 0.14 -0.60 0.39
H -1.151380 14.412460 21.351210 0.68 -0.75 -0.20 0.33
H -2.230910 14.020350 18.569060 0.17 -0.26 -0.68 0.26
H 0.062190 15.076670 18.510350 -0.35 0.32 -0.25 0.42
H 0.391920 13.446080 18.005470 -0.75 -0.45 -0.33 0.40
H 2.609610 13.408650 18.965750 -0.06 -0.19 -0.29 0.30
H 2.564790 14.169050 20.562800 1.08 0.29 -0.30 0.25
H 2.291450 15.151500 19.095190 -0.31 0.22 -0.08 0.31
H -0.848390 12.382510 20.292100 0.38 -1.76 0.50 0.36
H -0.963960 11.804060 18.767300 0.07 -0.07 -0.06 0.25
C -11.954100 10.981410 26.018590 -0.90 -0.10 0.66 -1.46
C -12.138680 9.444180 26.012030 0.86 1.24 -1.66 0.43
C -11.793790 8.911190 24.586360 -1.27 0.15 0.25 -0.68
O -12.324750 7.621420 24.535440 -0.64 -0.71 0.73 -0.32
C -11.965890 6.773240 23.454310 -0.04 1.23 1.24 -0.68
N -11.296530 8.923000 27.056810 0.43 -0.50 0.05 -0.76
H -10.938810 11.363080 25.910880 0.22 -0.50 -0.17 0.30
H -12.278080 11.299300 27.009590 -0.01 0.23 0.03 0.37
H -12.576840 11.502340 25.291310 -0.05 -0.16 -0.12 0.37
H -13.170870 9.166800 26.225910 -0.06 0.17 -0.13 0.37
H -10.742030 8.982050 24.309090 0.53 -0.27 0.43 0.37
H -12.299610 9.498670 23.820130 -0.24 0.48 -0.09 0.35
H -12.334370 7.214720 22.528340 0.30 -0.18 -0.36 0.26
H -12.482330 5.838190 23.671270 0.43 -0.11 -0.29 0.21
H -10.881670 6.760000 23.565690 0.20 -0.83 -1.00 0.33
H -10.357150 9.055440 26.710230 0.52 0.17 0.32 0.25
H -11.381630 7.917200 27.091780 -0.26 -0.30 0.10 0.31
C -9.152780 13.942590 13.092580 0.15 0.54 0.29 -1.40
C -9.740010 14.846450 11.982750 2.16 -1.39 1.00 0.61
C -8.802880 14.708490 10.767150 -0.10 0.23 -0.89 -0.69
O -7.425040 14.964210 11.048180 0.51 -0.12 -0.74 -0.31
C -6.549600 14.877420 9.895040 0.89 0.26 0.80 -0.82
N -11.097110 14.467120 11.835250 -2.29 0.51 -1.29 -0.68
H -8.297020 14.436850 13.552460 0.00 -0.14 0.05 0.32
H -8.806760 12.979650 12.716920 -0.01 0.03 -0.31 0.34
H -9.894700 13.718120 13.858920 -0.05 0.26 0.05 0.42
H -9.673250 15.897280 12.264540 -0.26 0.03 0.33 0.22
H -9.114900 15.452570 10.034280 -0.22 -0.01 -0.43 0.35
H -8.918150 13.712470 10.339650 -0.05 -0.25 -0.11 0.31
H -5.543550 15.208090 10.153150 -0.13 0.44 0.94 0.30
H -6.741490 15.537790 9.049340 -1.01 -0.13 -0.03 0.31
H -6.259410 13.880380 9.563690 -1.11 -0.50 -0.11 0.33
H -11.588700 14.855830 11.043210 0.25 0.79 -0.12 0.20
H -11.462100 13.526290 11.793960 1.26 -0.57 0.58 0.20
C -3.701900 11.758580 25.813110 -0.26 -1.27 0.63 -1.48
C -5.199680 12.012910 26.150820 0.32 -1.30 0.87 0.38
C -5.688980 11.740800 27.661550 0.97 -0.21 -1.58 -0.62
O -5.561310 10.366340 27.977990 -0.15 0.01 1.78 -0.33
C -5.950600 10.107410 29.377830 0.08 -0.77 -1.19 -0.74
N -5.403610 13.370370 25.773690 -0.73 1.27 0.42 -0.72
H -2.962230 12.277450 26.422840 -0.35 0.12 0.65 0.38
H -3.478540 12.156870 24.823380 -0.29 -0.41 -0.29 0.46
H -3.475020 10.693860 25.867840 0.25 -0.04 -0.18 0.31
H -5.808770 11.423590 25.465390 -0.04 -0.45 0.23 0.29
H -6.726350 12.017830 27.849240 -0.08 0.51 -0.45 0.38
H -5.027170 12.319370 28.306030 0.03 0.29 0.25 0.26
H -5.493300 9.154260 29.643360 0.21 0.15 -0.02 0.27
H -7.021940 9.941530 29.491010 -0.27 0.20 -0.43 0.28
H -5.692880 10.855810 30.127210 0.50 0.35 -0.43 0.32
H -5.096140 13.382680 24.811710 -0.20 0.56 -0.26 0.26
H -4.657600 13.823490 26.281880 -0.01 0.97 -0.02 0.32
C -8.409190 9.407950 19.914270 -0.45 0.47 -0.17 -1.37
C -7.342380 10.288860 19.237480 -0.65 0.12 -1.64 0.29
C -7.626930 11.803270 19.126720 -1.68 -0.83 -0.64 -0.73
O -7.797000 12.263340 20.416690 0.38 1.32 0.98 -0.19
C -8.159380 13.622200 20.438280 -1.02 0.59 0.82 -0.92
N -6.144710 10.108330 19.932960 1.62 -1.09 1.62 -0.56
H -8.554080 9.686560 20.958050 -0.25 0.42 -0.05 0.24
H -8.186850 8.343010 19.981800 0.65 0.09 -0.47 0.39
H -9.339640 9.466690 19.349530 -0.23 0.22 0.27 0.36
H -7.213940 9.912300 18.222690 -0.06 -0.01 -0.27 0.28
H -8.547520 12.039010 18.592810 -0.51 -0.41 -0.40 0.42
H -6.896210 12.383660 18.563420 0.81 -0.29 0.13 0.42
H -9.205690 13.801080 20.190610 -0.44 -0.54 -0.42 0.35
H -7.640470 14.310110 19.770740 0.76 -0.36 -0.04 0.31
H -8.134280 13.996180 21.461810 0.60 -0.13 0.06 0.28
H -6.357980 10.404690 20.874650 0.72 0.11 0.31 0.24
H -5.318900 10.576160 19.587580 -0.19 0.27 -0.08 0.22
C -7.138200 21.904060 25.073250 0.15 -0.44 -1.09 -1.20
C -5.989550 22.550140 24.298690 -0.05 -1.55 1.98 0.27
C -6.083060 22.275290 22.838670 -0.87 -0.99 -2.11 -0.64
O -6.355490 20.897380 22.353930 1.12 -0.23 2.16 -0.31
C -5.362570 19.837580 22.734450 -0.57 1.56 -1.21 -0.69
N -6.070100 23.950020 24.602780 1.19 1.39 -0.73 -0.73
H -6.883900 20.857330 25.239990 -0.72 -0.12 0.16 0.28
H -7.962590 22.053330 24.375980 -0.67 -0.58 0.41 0.32
H -7.346370 22.459440 25.987760 0.17 -0.35 0.07 0.40
H -5.100770 22.025550 24.649370 0.64 0.88 0.36 0.31
H -5.268580 22.625420 22.204540 0.31 0.39 0.50 0.35
H -6.981030 22.821220 22.549330 -0.13 -0.04 -0.57 0.27
H -4.742900 20.022850 23.611820 -0.55 0.25 0.37 0.30
H -4.642510 19.793230 21.917350 -0.01 -0.19 -0.20 0.29
H -5.888350 18.885090 22.801000 -0.08 0.25 0.12 0.22
H -6.998160 24.295520 24.404200 -0.18 -0.02 -0.26 0.28
H -5.932930 24.143200 25.584590 0.24 -0.23 0.03 0.27
C -11.680220 19.365160 19.776550 0.73 -0.15 -0.56 -1.47
C -12.174670 18.755850 18.456850 -0.62 -1.05 1.00 0.35
C -13.727580 19.018410 18.263780 1.87 -1.45 -0.32 -0.57
O -14.186570 18.417730 17.052340 -0.34 0.73 -0.92 -0.35
C -14.047180 17.025430 16.869010 1.14 -0.37 0.99 -0.72
N -11.253720 19.150630 17.377680 -1.25 1.20 0.05 -0.67
H -12.160240 19.000630 20.684740 -0.58 0.28 -0.23 0.34
H -11.654760 20.450460 19.678680 -0.26 0.14 0.40 0.34
H -10.643430 19.057250 19.912030 0.16 0.08 -0.18 0.36
H -12.022330 17.683890 18.582530 -0.28 -0.18 -0.02 0.28
H -13.903580 20.094100 18.267850 -0.25 -0.02 -0.53 0.31
H -14.274230 18.587640 19.102660 0.05 -0.06 0.30 0.31
H -14.064530 16.685790 15.833420 -0.85 0.71 -0.17 0.31
H -14.713820 16.450880 17.512110 -0.49 0.01 -0.16 0.30
H -13.056000 16.662040 17.140330 0.35 0.21 0.36 0.29
H -11.578280 20.096600 17.236600 0.80 1.26 0.21 0.29
H -11.585890 18.873830 16.464910 -0.17 -1.36 -0.20 0.29
C -14.539310 5.022350 11.625980 1.06 -1.39 0.11 -1.30
C -13.867200 6.284810 12.165590 -0.21 -0.10 -0.41 0.57
C -12.318800 6.208700 12.354450 -0.74 -0.91 0.28 -0.72
O -11.915760 5.204230 13.324250 0.31 0.04 -2.68 -0.34
C -12.285890 5.346530 14.644010 -0.10 0.24 0.30 -0.62
N -14.178300 7.362470 11.225940 0.16 1.13 0.32 -0.70
H -14.738410 4.217990 12.334110 -0.06 0.23 0.51 0.30
H -13.819050 4.536570 10.967690 -0.10 0.03 -0.56 0.30
H -15.466420 5.196550 11.079870 0.11 0.30 0.10 0.40
H -14.302220 6.472840 13.147180 -0.12 0.64 -0.08 0.17
H -11.859330 7.182660 12.522910 -0.36 0.25 0.69 0.35
H -11.887560 5.931740 11.392460 0.09 -0.59 0.03 0.34
H -12.014230 4.424670 15.158270 0.04 0.01 -0.03 0.22
H -13.366800 5.463490 14.721890 -0.07 0.30 0.44 0.29
H -11.709150 6.166320 15.072290 -0.36 0.28 0.48 0.28
H -15.160200 7.408050 10.993780 -0.17 -0.07 0.41 0.25
H -13.739220 7.288810 10.319360 0.52 -0.39 0.10 0.25
C -8.931870 1.001830 19.199980 0.92 0.19 -0.98 -1.42
C -8.561080 1.125920 20.667990 -1.31 -0.52 0.64 0.73
C -7.794250 2.395260 21.026690 0.00 0.80 0.41 -0.82
O -7.487000 2.586050 22.420840 1.05 -1.25 -0.14 -0.34
C -6.500890 1.652420 22.961670 -1.39 -0.12 -0.52 -0.73
N -9.829200 1.063920 21.456360 0.43 0.47 -0.10 -0.70
H -8.042050 0.740620 18.627200 0.26 -0.03 -0.09 0.37
H -9.292190 1.912620 18.721730 -0.23 0.22 0.40 0.31
H -9.645210 0.214140 18.957450 -0.11 0.00 0.55 0.35
H -7.981210 0.237470 20.918030 0.43 0.02 0.02 0.13
H -8.396770 3.279010 20.816810 -0.40 -0.13 -0.17 0.35
H -6.897660 2.558320 20.428660 0.27 -0.50 -0.14 0.42
H -6.823690 0.624340 22.797480 -0.46 -0.16 0.25 0.29
H -6.475160 1.839960 24.035110 0.31 0.08 -0.22 0.27
H -5.524240 1.624480 22.478500 0.19 0.97 -0.03 0.30
H -9.736200 1.620650 22.293920 0.07 0.08 0.19 0.26
H -10.017940 0.120990 21.765140 0.00 -0.10 -0.09 0.24
C -5.909430 4.437470 14.320940 -0.35 1.04 -0.66 -0.94
C -5.683030 4.291050 15.791580 -0.46 0.05 0.91 0.01
O -4.310540 4.097100 15.916230 1.66 -0.87 0.16 -0.54
H -6.940350 4.586640 13.999930 -0.13 -0.11 0.24 0.29
H -5.480510 3.628520 13.729540 -0.02 -0.22 0.37 0.28
H -5.357160 5.334460 14.040730 -0.02 0.08 -0.29 0.19
H -6.268770 3.491110 16.244450 0.17 -0.65 -0.17 0.16
H -5.945630 5.120170 16.448620 -0.42 0.67 -0.63 0.23
H -3.877250 4.629370 16.587460 -0.42 0.03 0.13 0.31
C -14.916910 10.309390 18.306010 -0.23 -0.13 0.43 -0.97
C -15.246630 11.305180 17.217060 -1.19 0.96 -0.40 -0.16
O -14.426400 11.460220 16.083110 1.52 -0.91 -0.15 -0.52
H -14.100090 10.442550 19.015360 0.69 0.18 -0.78 0.32
H -14.979760 9.290570 17.923720 0.38 -0.01 0.08 0.26
H -15.744310 10.413610 19.007900 -0.48 -0.12 -0.15 0.32
H -15.436070 12.302020 17.615230 0.00 0.02 0.47 0.24
H -16.201170 10.949150 16.829500 -0.41 0.03 0.12 0.20
H -14.550250 12.297810 15.630660 -0.27 -0.01 0.37 0.31
C -3.393450 10.172130 13.758120 -1.79 -0.57 1.01 -0.89
C -2.986650 9.395730 12.550730 0.95 0.05 0.72 -0.19
O -2.587460 10.422470 11.698000 0.65 0.32 -2.25 -0.53
H -3.701130 9.550640 14.599060 0.35 -0.05 0.29 0.30
H -4.280190 10.764060 13.531390 0.11 0.25 -0.12 0.24
H -2.580130 10.850610 14.015540 -0.06 -0.16 0.29 0.27
H -3.670330 8.734400 12.018440 -0.49 0.42 0.29 0.27
H -2.150000 8.760960 12.842590 0.29 -0.25 -0.19 0.21
H -1.770050 10.802560 12.028110 -0.01 0.00 -0.03 0.30
C -2.001310 6.884170 21.923460 -1.29 -0.83 -0.24 -0.89
C -3.018760 5.947510 21.200440 0.98 0.94 0.43 -0.32
O -3.127720 6.412870 19.882090 -0.62 -0.41 -0.86 -0.48
H -2.220590 7.944240 21.795930 -0.85 -0.02 0.31 0.26
H -1.020470 6.875780 21.448070 0.21 -0.94 0.49 0.27
H -2.136660 6.552280 22.952840 1.11 0.52 0.36 0.32
H -3.998880 5.901410 21.675120 -0.13 0.51 0.30 0.28
H -2.719410 4.900260 21.242360 0.55 0.05 -0.41 0.28
H -3.779090 7.115290 19.944740 -0.02 0.22 -0.42 0.28
```
Positions in Å, forces in eV/Å.

As for the HOMO-LUMO gap: 9.05 eV. Its relative energy (zero: lowest compared OMol25 entry of this formula, charge and spin) is 8.862 eV. The calculation puts the total energy at -95501.0390 eV.


This record from the OMol25 dataset describes one molecule with the formula C3H6N2O3 in a non-equilibrium geometry. The level of theory is ωB97M-V/def2-TZVPD.

The geometry in XYZ format:
```
14
Properties=species:S:1:pos:R:3:forces:R:3:mulliken_charge:R:1
C -2.452314 -1.147164 -0.174800 1.38 -0.71 0.12 -0.76
C -1.965005 0.096107 -0.064125 -2.19 0.82 0.04 -0.03
N -0.690012 0.583839 0.255066 0.73 -1.12 -0.22 0.18
O -0.504874 1.914584 -0.091592 0.86 1.84 1.96 -0.51
C 0.445431 -0.205725 0.088301 0.18 -3.19 1.80 0.58
O 0.459745 -1.451953 0.277721 -0.64 2.55 -0.93 -0.69
N 1.629504 0.440299 -0.042534 0.27 0.53 0.22 -0.15
O 2.746761 -0.409455 -0.127379 -2.03 -1.09 -1.38 -0.38
H -1.882110 -2.090285 -0.049171 -0.05 1.11 -0.04 0.22
H -3.472090 -1.342060 -0.444552 -0.42 0.56 0.03 0.27
H -2.672067 0.977939 -0.130696 0.91 -1.19 -0.12 0.29
H -0.202829 2.417938 0.769619 -0.94 -1.61 -2.23 0.38
H 1.614008 1.212449 -0.681388 0.47 0.35 -0.33 0.26
H 2.256920 -1.229660 -0.517794 1.47 1.13 1.08 0.35
```
Positions in Å, forces in eV/Å.

As for the HOMO-LUMO gap: 9.47 eV. Its relative energy (zero: lowest compared OMol25 entry of this formula, charge and spin) is 5.172 eV. The calculation puts the total energy at -12327.0557 eV. The structure (SMILES) is C=CN(O)C(=O)NO.